Formula: C12H40BN12O11S
Source: the OMol25 dataset
Level of theory: the ωB97M-V functional and the def2-TZVPD basis

The HOMO energy is -0.2447 hartree. The strongest force on any atom is 0.183 hartree/bohr. As for the charge: -1. As for the gap between HOMO and LUMO: 0.3235 Eh. The value obtained for the total energy is -2388.99141 hartree.

Last column: Löwdin charge in e.
CARTESIAN COORDINATES (ANGSTROEM)
B  16.096  -1.851  10.729  -0.437
H  15.084  -2.206  10.854  -0.030
H  16.413  -1.496  11.697  -0.028
H  16.870  -2.565  10.495  0.006
H  16.029  -1.059  9.999  -0.035
C  15.839  2.337  12.584  -0.783
O  17.048  2.601  12.491  0.015
N  15.272  1.235  12.232  0.183
N  14.942  3.226  12.717  0.163
H  14.263  1.214  12.282  0.118
H  15.893  0.530  11.862  0.074
H  13.947  3.138  12.568  0.124
H  15.381  4.112  12.923  0.126
C  13.147  0.447  9.506  -0.896
O  12.072  0.835  9.216  0.050
N  13.251  -0.534  10.244  0.200
N  14.223  0.861  8.905  0.198
H  14.168  -0.894  10.466  0.044
H  12.427  -0.936  10.668  0.128
H  14.146  1.639  8.266  0.125
H  15.124  0.479  9.154  0.075
C  16.181  -6.008  10.179  -0.809
O  16.222  -7.102  9.694  0.049
N  15.056  -5.417  10.448  0.182
N  17.175  -5.183  10.279  0.185
H  15.085  -4.494  10.856  0.050
H  14.151  -5.864  10.401  0.122
H  16.987  -4.209  10.469  0.050
H  18.054  -5.676  10.352  0.122
C  15.404  -2.358  7.192  -0.771
O  15.290  -2.660  6.031  0.042
N  14.978  -3.046  8.227  0.171
N  15.976  -1.303  7.679  0.150
H  15.184  -2.758  9.172  0.017
H  14.276  -3.744  8.027  0.070
H  16.463  -0.702  7.030  0.127
H  15.961  -1.260  8.688  0.007
C  14.592  -2.595  13.959  -0.866
O  14.047  -3.070  14.926  0.024
N  14.928  -3.256  12.923  0.175
N  14.822  -1.371  13.843  0.197
H  15.293  -2.632  12.217  -0.005
H  15.028  -4.261  12.898  0.114
H  14.766  -0.755  14.641  0.138
H  15.257  -1.095  12.974  0.049
C  11.812  -4.267  9.065  -0.773
O  12.539  -4.441  8.123  0.046
N  12.302  -3.607  10.089  0.181
N  10.565  -4.613  9.128  0.178
H  11.680  -3.384  10.853  0.113
H  13.295  -3.426  10.051  0.073
H  10.015  -4.893  8.329  0.123
H  9.988  -4.216  9.856  0.107
C  18.808  0.381  10.585  -0.150
C  19.782  -0.859  10.684  -0.219
O  20.834  -0.701  9.853  -0.182
S  20.595  0.536  8.774  0.783
O  20.636  -0.073  7.423  -0.260
O  21.517  1.660  9.120  -0.276
O  19.063  0.845  9.293  -0.200
H  19.169  1.122  11.298  0.124
H  17.742  0.233  10.761  0.093
H  19.315  -1.792  10.368  0.123
H  20.124  -1.033  11.704  0.116
C  18.923  -3.949  13.349  -0.135
C  17.904  -4.765  14.128  -0.178
C  17.762  -4.003  15.455  -0.179
O  18.280  -2.686  15.258  -0.113
C  18.565  -2.550  13.876  -0.223
H  18.874  -4.131  12.276  0.093
H  19.936  -4.136  13.707  0.114
H  18.156  -5.809  14.318  0.107
H  16.921  -4.926  13.685  0.083
H  18.401  -4.515  16.173  0.117
H  16.692  -3.935  15.654  0.111
H  19.290  -1.777  13.622  0.100
H  17.785  -2.080  13.278  0.090

Formula: C12H40BNaO12
Source: the OMol25 dataset
Level of theory: the ωB97M-V functional and the def2-TZVPD basis

The HOMO energy is -0.3521 hartree. The strongest force on any atom is 0.034 hartree/bohr. The energy above the lowest of the compared OMol25 structures with the same formula, charge and spin comes out at 15.6 kcal/mol. As for the gap between HOMO and LUMO: 0.3132 Eh. The value obtained for the total energy is -1571.09715 hartree.

Last column: Löwdin charge in e.
CARTESIAN COORDINATES (ANGSTROEM)
Na  -1.759  -0.117  -2.753  0.679
B  -0.302  0.436  -0.571  -0.378
H  -1.440  0.714  -0.463  0.003
H  0.301  0.798  0.364  0.033
H  -0.199  -0.729  -0.698  0.003
H  0.074  0.955  -1.548  0.020
C  -0.561  3.958  -0.761  -0.229
C  -1.397  5.053  -1.394  -0.235
O  -2.231  4.616  -2.484  -0.074
O  -1.423  3.129  0.035  -0.103
H  0.202  4.371  -0.095  0.118
H  -0.049  3.384  -1.536  0.114
H  -0.688  5.783  -1.812  0.115
H  -1.998  5.654  -0.713  0.120
H  -1.695  4.784  -3.263  0.073
H  -1.199  2.209  -0.220  -0.019
C  3.168  -0.375  -1.711  -0.221
C  3.556  0.907  -0.988  -0.227
O  2.447  1.734  -0.668  -0.109
O  2.466  -1.255  -0.825  -0.090
H  4.035  -0.905  -2.101  0.118
H  2.443  -0.184  -2.508  0.112
H  4.297  1.494  -1.530  0.118
H  3.978  0.630  -0.015  0.115
H  1.604  1.335  -0.380  -0.011
H  1.644  -0.852  -0.522  0.013
C  1.807  -3.043  -4.062  -0.256
C  0.289  -3.002  -3.954  -0.192
O  -0.135  -1.927  -3.094  -0.116
O  2.258  -1.877  -4.700  -0.048
H  2.021  -3.946  -4.649  0.123
H  2.235  -3.192  -3.063  0.122
H  -0.193  -3.912  -3.600  0.125
H  -0.070  -2.756  -4.954  0.123
H  0.217  -2.110  -2.210  0.056
H  3.213  -1.938  -4.796  0.095
C  1.707  2.565  2.731  -0.229
C  1.863  1.044  2.929  -0.222
O  2.685  0.780  4.070  -0.070
O  1.308  3.147  3.973  -0.068
H  0.908  2.676  1.987  0.100
H  2.542  3.113  2.297  0.121
H  2.425  0.633  2.090  0.105
H  0.851  0.652  3.053  0.113
H  2.709  1.610  4.561  0.067
H  0.357  3.273  3.970  0.087
C  -2.944  0.652  2.267  -0.194
C  -3.969  0.018  3.178  -0.251
O  -3.427  -0.500  4.376  -0.051
O  -2.252  -0.420  1.598  -0.123
H  -2.241  1.301  2.789  0.123
H  -3.423  1.236  1.475  0.121
H  -4.516  -0.767  2.641  0.124
H  -4.766  0.713  3.459  0.119
H  -3.093  -1.384  4.195  0.089
H  -1.622  -0.023  0.970  0.003
C  -1.076  -3.332  0.487  -0.259
C  -1.040  -4.733  1.051  -0.259
O  -1.032  -4.835  2.464  -0.055
O  -2.396  -2.862  0.350  -0.066
H  -0.618  -3.433  -0.507  0.098
H  -0.407  -2.676  1.052  0.132
H  -0.157  -5.221  0.611  0.113
H  -1.883  -5.320  0.667  0.120
H  -0.929  -5.755  2.716  0.080
H  -2.475  -1.975  0.742  0.039

Formula: C12H40N4O13
Source: the OMol25 dataset
Level of theory: the ωB97M-V functional and the def2-TZVPD basis

The SMILES is NC(N)=O.NC(N)=O.OCCO.OCCO.OCCO.OCCO.OCCO.O. The HOMO energy is -0.3412 hartree. The strongest force on any atom is 0.038 hartree/bohr. The energy above the lowest of the compared OMol25 structures with the same formula, charge and spin comes out at 0.0 kcal/mol. As for the gap between HOMO and LUMO: 0.3435 Eh. The value obtained for the total energy is -1678.35339 hartree.

Last column: Löwdin charge in e.
CARTESIAN COORDINATES (ANGSTROEM)
C  1.567  1.634  -2.255  -0.206
C  1.819  2.502  -1.031  -0.219
O  2.803  1.938  -0.175  -0.066
O  1.229  0.313  -1.843  -0.066
H  2.443  1.654  -2.907  0.131
H  0.729  2.081  -2.797  0.102
H  0.921  2.623  -0.420  0.098
H  2.091  3.478  -1.446  0.131
H  3.239  2.620  0.342  0.109
H  1.663  -0.370  -2.354  0.094
C  0.691  -0.890  5.020  -0.228
C  0.418  -0.213  3.673  -0.271
O  -0.080  -1.178  2.778  -0.083
O  -0.543  -1.076  5.708  -0.071
H  1.350  -0.308  5.660  0.116
H  1.106  -1.883  4.832  0.120
H  1.376  0.222  3.340  0.108
H  -0.238  0.654  3.804  0.113
H  -0.238  -0.720  1.926  0.028
H  -0.980  -1.872  5.398  0.080
C  4.360  -0.894  1.166  -0.231
C  5.346  -2.016  0.868  -0.256
O  5.804  -1.975  -0.462  -0.058
O  3.388  -0.827  0.118  -0.099
H  4.876  0.075  1.168  0.117
H  3.843  -0.966  2.129  0.113
H  4.943  -2.990  1.157  0.118
H  6.212  -1.803  1.499  0.118
H  5.024  -2.082  -1.019  0.080
H  3.117  0.100  0.036  0.027
C  -1.840  -0.701  -4.130  -0.243
C  -0.609  -0.878  -4.967  -0.226
O  0.078  -2.097  -4.639  -0.058
O  -1.570  -0.502  -2.758  -0.100
H  -2.514  -1.541  -4.307  0.131
H  -2.395  0.150  -4.548  0.119
H  0.091  -0.045  -4.844  0.117
H  -0.887  -1.004  -6.016  0.121
H  0.853  -1.893  -4.117  0.063
H  -1.248  0.409  -2.621  0.041
C  -0.899  -2.968  -0.544  -0.263
C  -1.250  -4.054  0.472  -0.235
O  -0.693  -5.348  0.259  -0.070
O  -1.691  -3.091  -1.695  -0.059
H  0.176  -3.015  -0.786  0.121
H  -0.985  -2.015  -0.007  0.100
H  -2.335  -4.069  0.576  0.120
H  -0.821  -3.766  1.440  0.106
H  0.086  -5.284  -0.299  0.076
H  -1.751  -2.200  -2.089  0.039
C  -2.171  3.089  -1.852  -0.611
O  -1.664  2.206  -2.554  0.006
N  -1.911  3.166  -0.507  0.177
N  -3.027  4.040  -2.316  0.157
H  -1.618  2.376  0.039  0.062
H  -2.140  4.041  -0.073  0.103
H  -3.706  4.422  -1.684  0.099
H  -3.425  3.821  -3.219  0.112
C  -3.153  2.489  3.018  -0.669
O  -2.330  3.267  3.477  0.018
N  -2.883  1.408  2.220  0.164
N  -4.501  2.630  3.276  0.135
H  -3.657  0.867  1.894  0.096
H  -1.950  1.120  1.984  0.059
H  -4.833  3.473  3.707  0.097
H  -5.162  1.881  3.225  0.087
O  -0.260  0.521  0.631  -0.045
H  0.619  0.900  0.773  0.058
H  -0.301  0.364  -0.326  0.046